1.
{"formula": "C23H44NO11S2", "method": "ωB97M-V/def2-TZVPD", "de_lowest_kcal_mol": 147.0, "charge": -1, "homo_lumo_gap_ev": 7.8, "species": ["C", "C", "C", "O", "S", "O", "O", "N", "S", "O", "O", "C", "C", "C", "C", "C", "C", "C", "C", "H", "H", "H", "H", "H", "H", "H", "H", "H", "H", "H", "H", "H", "H", "H", "H", "C", "O", "C", "C", "O", "C", "C", "O", "C", "H", "H", "H", "H", "H", "H", "H", "H", "H", "H", "H", "H", "H", "H", "C", "O", "C", "C", "O", "C", "C", "O", "C", "H", "H", "H", "H", "H", "H", "H", "H", "H", "H", "H", "H", "H", "H"], "xyz": [[3.16505, 2.35404, 1.75904], [4.78341, 2.15059, 1.74530], [5.21032, 0.61655, 2.04147], [4.79592, 0.31351, 3.39720], [3.97065, -1.14168, 3.50640], [2.95030, -1.37019, 2.42146], [5.02776, -2.23492, 3.35578], [3.21078, -1.39813, 5.02591], [2.86241, 0.09134, 5.80766], [1.78869, -0.13881, 6.86796], [2.31263, 1.05822, 4.79128], [4.37442, 0.65593, 6.70137], [4.78124, 2.17834, 6.50437], [3.85299, 3.36422, 6.18293], [4.33238, 4.84564, 6.00944], [5.83877, 5.14881, 6.20321], [6.82835, 4.00020, 6.57307], [6.30728, 2.52435, 6.70525], [7.41049, 1.40586, 7.09589], [2.87981, 3.01197, 0.86156], [2.72136, 1.29187, 1.67895], [2.86594, 2.85194, 2.75011], [5.26876, 2.55730, 0.79258], [5.17954, 2.76841, 2.63182], [4.83543, -0.10856, 1.24638], [6.36645, 0.61204, 1.98884], [5.25954, 0.00254, 6.34593], [4.30098, 0.45577, 7.83722], [2.73519, 3.17502, 6.05946], [3.56011, 5.64923, 5.73845], [6.19465, 6.23268, 6.06653], [7.93562, 4.27134, 6.73386], [8.24352, 1.88348, 7.74170], [7.90064, 0.98036, 6.14983], [6.91713, 0.57845, 7.73363], [-3.01352, -2.93182, -3.35587], [-1.70664, -3.15275, -2.86072], [-0.70871, -2.81916, -3.82004], [0.64008, -2.61595, -3.13775], [0.77165, -1.32650, -2.53989], [0.05132, -1.13239, -1.31903], [0.68651, -1.84408, -0.13143], [0.31613, -3.22066, -0.11964], [1.16649, -3.99300, 0.70935], [-3.19658, -3.53890, -4.24762], [-3.72517, -3.21760, -2.57892], [-3.15888, -1.87072, -3.58289], [-0.98784, -1.90722, -4.35844], [-0.63803, -3.65417, -4.52902], [1.41580, -2.65669, -3.90826], [0.86028, -3.40858, -2.42044], [-1.00176, -1.39410, -1.43673], [0.09398, -0.05623, -1.12802], [0.33136, -1.39653, 0.80321], [1.77762, -1.74930, -0.18580], [2.19337, -3.96297, 0.33135], [0.81951, -5.02772, 0.68249], [1.13224, -3.63147, 1.73975], [-8.59604, -1.06403, -2.83632], [-7.86709, -0.25020, -3.73646], [-6.49568, -0.14014, -3.36634], [-5.65957, 0.32408, -4.55365], [-5.34025, -0.73600, -5.45703], [-6.40852, -1.17662, -6.29635], [-6.72758, -0.19768, -7.41933], [-7.55425, 0.85910, -6.93920], [-7.55938, 1.97176, -7.81228], [-8.55943, -0.65003, -1.82446], [-9.63465, -1.09513, -3.17029], [-8.20105, -2.08509, -2.84288], [-6.11941, -1.10397, -3.00785], [-6.42805, 0.60038, -2.55975], [-4.69732, 0.67535, -4.17030], [-6.12047, 1.16368, -5.07660], [-7.29364, -1.42774, -5.70945], [-6.05236, -2.10562, -6.75107], [-7.27626, -0.71320, -8.21636], [-5.79458, 0.21068, -7.82736], [-6.55257, 2.39463, -7.89307], [-8.21909, 2.73182, -7.39104], [-7.93049, 1.68476, -8.80003]], "mulliken_charge": [-0.50, -0.46, -0.53, -0.16, 1.05, -0.53, -0.74, -0.60, 1.22, -0.75, -0.61, -0.87, 0.49, -0.37, -0.57, -0.39, -0.61, 0.71, -1.23, 0.31, 0.05, 0.09, 0.39, 0.19, 0.35, 0.20, 0.28, 0.48, 0.33, 0.32, 0.28, 0.25, 0.38, 0.26, 0.31, -0.76, -0.30, -0.53, -0.43, -0.48, -0.37, -0.46, -0.32, -0.64, 0.35, 0.33, 0.25, 0.30, 0.43, 0.40, 0.18, 0.13, 0.42, 0.42, 0.29, 0.30, 0.26, 0.25, -0.76, -0.27, -0.46, -0.55, -0.40, -0.45, -0.60, -0.25, -0.77, 0.32, 0.23, 0.32, 0.28, 0.43, 0.44, 0.26, 0.21, 0.40, 0.43, 0.35, 0.33, 0.23, 0.31]}

---

2.
{"formula": "C23H44NP3SeTi", "method": "ωB97M-V/def2-TZVPD", "de_lowest_kcal_mol": 0.0, "charge": 4, "homo_lumo_gap_ev": [3.3, 2.2], "species": ["Ti", "P", "P", "P", "H", "C", "C", "H", "C", "C", "C", "C", "C", "C", "C", "C", "C", "H", "H", "H", "H", "H", "H", "H", "H", "H", "H", "H", "H", "H", "H", "H", "H", "H", "H", "H", "H", "H", "H", "H", "H", "H", "H", "H", "H", "H", "C", "C", "C", "C", "C", "C", "Se", "H", "H", "H", "H", "H", "H", "C", "C", "C", "C", "N", "C", "C", "H", "H", "H", "H", "H", "H", "H"], "xyz": [[-0.10882, -0.15365, 0.67311], [-0.16184, 1.84666, 2.18865], [-0.96696, -1.88593, 2.39701], [-2.64149, 0.33312, 0.32931], [1.96040, 2.15572, -7.57575], [1.18363, 2.92541, -7.48890], [1.44106, 4.14622, -7.00467], [2.44881, 4.45160, -6.72172], [1.44131, 2.24711, 2.96226], [-1.12115, 1.52332, 3.72722], [-0.76279, 3.49914, 1.69396], [-1.19003, -3.57418, 1.70905], [0.27402, -2.21232, 3.71019], [-2.49895, -1.75714, 3.40092], [-2.71820, 1.51607, -1.06723], [-3.77668, 1.13704, 1.52997], [-3.75076, -1.01258, -0.23505], [0.16841, 2.65233, -7.81792], [0.64962, 4.89472, -6.92354], [2.13539, 2.61033, 2.19546], [1.86358, 1.35403, 3.44419], [1.29471, 3.02802, 3.72310], [-0.74745, 0.62952, 4.24481], [-2.19103, 1.39562, 3.52581], [-0.99736, 2.38207, 4.40240], [-0.12571, 3.85349, 0.87339], [-0.66779, 4.18160, 2.55043], [-1.80393, 3.46835, 1.35437], [-1.49546, -4.25355, 2.52182], [-0.24855, -3.93085, 1.26853], [-1.96165, -3.56046, 0.92435], [-0.13631, -2.94731, 4.42318], [0.51885, -1.28408, 4.24470], [1.19917, -2.61176, 3.27230], [-2.56341, -2.65134, 4.04496], [-3.39075, -1.71736, 2.76019], [-2.47712, -0.86261, 4.03757], [-3.75358, 1.87089, -1.17282], [-2.39170, 1.03018, -1.99616], [-2.05456, 2.36989, -0.87346], [-4.76046, 1.24042, 1.04289], [-3.43244, 2.13501, 1.82720], [-3.90662, 0.52181, 2.42953], [-4.77452, -0.60896, -0.30165], [-3.74021, -1.85744, 0.46686], [-3.43711, -1.37237, -1.22713], [-0.27910, -0.45277, -3.04046], [0.38380, 0.77780, -3.05678], [0.62149, 1.41110, -4.28153], [0.24558, 0.80638, -5.47820], [-0.39150, -0.42742, -5.45803], [-0.65442, -1.06480, -4.24959], [-0.72934, -1.38510, -1.43823], [-0.01148, 1.41736, 0.13819], [0.69693, 1.24050, -2.12708], [1.10803, 2.38403, -4.30541], [0.45080, 1.29095, -6.42039], [-0.68253, -0.89379, -6.40080], [-1.15502, -2.02261, -4.23050], [5.64641, -3.07805, 1.54462], [4.34044, -2.38747, 1.30353], [3.28783, -3.06204, 0.68167], [2.08466, -2.40381, 0.45739], [1.87984, -1.12616, 0.84877], [2.91748, -0.44093, 1.39298], [4.13182, -1.05586, 1.66440], [5.51164, -3.96973, 2.17138], [6.10910, -3.41612, 0.60904], [6.35088, -2.41335, 2.05424], [3.39398, -4.09317, 0.36903], [1.25611, -2.90660, -0.03898], [2.74899, 0.60898, 1.62712], [4.91404, -0.48313, 2.16995]], "mulliken_charge": [-0.51, 1.31, 1.19, 0.71, 0.38, -0.49, -0.39, 0.30, -1.53, -1.37, -1.19, -1.25, -1.10, -1.19, -1.02, -1.52, -1.03, 0.32, 0.27, 0.44, 0.45, 0.55, 0.40, 0.23, 0.61, 0.43, 0.50, 0.31, 0.51, 0.34, 0.33, 0.51, 0.35, 0.32, 0.56, 0.34, 0.35, 0.51, 0.30, 0.29, 0.60, 0.43, 0.35, 0.51, 0.31, 0.44, 0.56, -0.15, -0.56, 0.26, -1.07, -0.38, 0.35, 0.10, 0.33, 0.44, -0.03, 0.44, 0.50, -1.39, 0.94, -0.94, -0.37, 0.22, -0.58, -0.92, 0.37, 0.38, 0.39, 0.53, 0.44, 0.52, 0.43]}

---

3.
{"formula": "C23H45BClO7", "method": "ωB97M-V/def2-TZVPD", "de_lowest_kcal_mol": 0.0, "charge": -1, "homo_lumo_gap_ev": 7.4, "species": ["C", "C", "C", "C", "C", "C", "C", "C", "C", "O", "C", "B", "Cl", "C", "H", "H", "H", "H", "H", "H", "H", "H", "H", "H", "H", "H", "H", "H", "H", "H", "H", "C", "O", "C", "C", "O", "C", "C", "O", "C", "H", "H", "H", "H", "H", "H", "H", "H", "H", "H", "H", "H", "H", "H", "C", "O", "C", "C", "O", "C", "C", "O", "C", "H", "H", "H", "H", "H", "H", "H", "H", "H", "H", "H", "H", "H", "H"], "xyz": [[-4.09239, -6.40568, -2.65956], [-3.25701, -5.17642, -2.36512], [-3.60209, -4.39945, -1.27507], [-2.87770, -3.26329, -1.01174], [-1.82031, -2.86153, -1.78930], [-1.03799, -1.59549, -1.47601], [-1.59673, -0.43692, -2.34543], [-1.16165, -1.21750, 0.02356], [-1.47527, -3.64161, -2.88114], [-0.48063, -3.34685, -3.77027], [0.89056, -3.41820, -3.25057], [1.18680, -4.56183, -2.13231], [3.08534, -4.48843, -1.82893], [-2.20363, -4.78198, -3.13927], [-4.82126, -6.57670, -1.86567], [-4.68649, -6.20920, -3.56352], [-3.48053, -7.28749, -2.86237], [-4.44717, -4.65757, -0.64422], [-3.19779, -2.66928, -0.16199], [0.02179, -1.77619, -1.64095], [-0.83956, 0.35326, -2.38898], [-1.80439, -0.81584, -3.34790], [-2.51318, -0.08283, -1.86476], [-0.99353, -2.13750, 0.59233], [-0.33529, -0.54712, 0.27889], [-2.14949, -0.79529, 0.21616], [1.22930, -2.41975, -2.93635], [1.51097, -3.65316, -4.12625], [0.82571, -5.66861, -2.45048], [0.68864, -4.28286, -1.05714], [-1.94778, -5.38480, -4.00736], [2.92799, 2.78436, 3.43769], [3.49915, 2.26861, 2.25377], [4.90317, 2.11065, 2.33666], [5.35391, 0.87354, 1.58224], [5.04525, -0.35505, 2.22112], [3.68036, -0.77061, 2.27282], [3.08210, -1.19905, 0.94736], [2.82185, -0.07964, 0.11018], [3.04264, -0.35839, -1.25896], [3.19856, 3.83900, 3.56830], [1.84487, 2.70238, 3.35239], [3.24859, 2.20588, 4.31140], [5.22994, 2.03198, 3.38014], [5.37234, 2.99693, 1.88754], [6.44625, 0.90097, 1.53522], [4.99482, 0.88560, 0.55164], [3.06236, -0.01567, 2.76141], [3.67921, -1.64662, 2.92538], [2.12777, -1.70369, 1.13774], [3.76093, -1.90342, 0.45694], [4.03871, -0.78625, -1.41649], [2.98579, 0.58496, -1.80268], [2.28142, -1.04198, -1.64755], [-3.56549, 2.30119, 2.93958], [-2.62594, 2.57381, 1.92623], [-3.20889, 2.68339, 0.63677], [-2.49842, 3.72471, -0.20003], [-2.73514, 5.08167, 0.16194], [-2.15782, 5.50751, 1.38882], [-0.64320, 5.56922, 1.35342], [-0.12221, 4.25236, 1.37157], [1.03746, 4.06209, 0.58604], [-3.94552, 1.27715, 2.85452], [-3.06228, 2.41371, 3.89938], [-4.40194, 3.00963, 2.90556], [-4.27332, 2.93716, 0.70775], [-3.10954, 1.71297, 0.13463], [-2.87573, 3.63137, -1.22139], [-1.42909, 3.52348, -0.24108], [-2.50583, 4.90067, 2.22598], [-2.53927, 6.51877, 1.55628], [-0.27542, 6.10116, 2.24159], [-0.32422, 6.11429, 0.45798], [0.88211, 4.42969, -0.43518], [1.23484, 2.99209, 0.53821], [1.89962, 4.56355, 1.03890]], "mulliken_charge": [-1.40, 1.02, -1.11, -0.29, 0.25, 3.17, -1.49, -1.75, -0.04, -0.58, -0.87, 0.33, -0.44, -0.47, 0.33, 0.29, 0.33, 0.26, 0.27, -1.36, 0.28, 0.42, 0.34, 0.49, 0.20, 0.31, 0.23, 0.32, -0.24, -0.16, 0.37, -0.87, -0.09, -0.61, -0.30, -0.48, -0.48, -0.45, 0.00, -0.64, 0.32, 0.15, 0.46, 0.39, 0.34, 0.40, 0.07, 0.14, 0.41, 0.24, 0.38, 0.40, 0.28, -0.08, -0.91, -0.15, -0.41, -0.15, -0.51, -0.30, -0.64, -0.15, -0.90, 0.30, 0.22, 0.39, 0.41, 0.14, 0.44, -0.03, 0.05, 0.43, 0.39, 0.38, 0.45, 0.21, 0.33]}